[1]
This record from OMol25 describes C45H34I2MnN3PTe as an isolated structure. The level of theory is ωB97M-V/def2-TZVPD.

Last column: Mulliken charge in e.
Geometry (Å):
Mn 0.7963 0.1004 -1.0609  -0.6723
I 1.7725 -1.1827 1.0193  0.2502
C 2.1768 0.3860 2.3460  0.0731
C 3.4243 0.2684 2.8927  -0.6188
C 3.8266 1.1193 3.9416  -1.0999
C 2.9276 2.0068 4.4369  -0.7734
C 1.6333 2.1475 3.8732  0.7569
C 0.7516 3.0834 4.4641  -0.8687
C -0.4952 3.2786 3.9599  -1.3090
C -0.8650 2.5962 2.7911  -0.2808
C -0.0514 1.6899 2.1542  0.7886
P -0.7163 1.1658 0.5076  1.7288
C -1.1376 2.7814 -0.2348  0.9047
C -2.2430 2.9668 -1.0635  -0.3884
C -2.4255 4.1649 -1.7404  -1.0525
C -1.5019 5.1917 -1.6034  -0.7498
C -0.3931 5.0143 -0.7880  -0.7442
C -0.2099 3.8174 -0.1115  -1.2058
C -2.2775 0.3504 0.9925  1.3198
C -3.4928 1.0205 1.1219  -0.5174
C -4.6185 0.3552 1.5889  -0.9593
C -4.5442 -0.9832 1.9426  -0.8308
C -3.3343 -1.6565 1.8360  -0.2101
C -2.2129 -0.9915 1.3670  -1.0458
C 1.2207 1.3748 2.7436  0.3940
H 4.1034 -0.4980 2.5448  0.4664
H 4.8181 1.0275 4.3622  0.4642
H 3.1838 2.6336 5.2817  0.4260
H 1.0939 3.6369 5.3295  0.4409
H -1.1796 3.9793 4.4174  0.4575
H -1.8281 2.8362 2.3567  0.3606
H -2.9751 2.1800 -1.1902  0.5804
H -3.2957 4.2970 -2.3702  0.4780
H -1.6500 6.1281 -2.1245  0.4486
H 0.3314 5.8100 -0.6755  0.4785
H 0.6582 3.7020 0.5276  0.3827
H -3.5765 2.0686 0.8693  0.5099
H -5.5543 0.8902 1.6811  0.4639
H -5.4231 -1.4963 2.3101  0.4353
H -3.2627 -2.6975 2.1215  0.4049
H -1.2700 -1.5248 1.3045  0.4406
C 6.1948 0.9580 -1.5588  -0.6000
C 5.1507 1.3378 -0.7253  -1.2988
C 3.8853 0.8181 -0.9406  0.2096
C 3.6732 -0.0846 -1.9732  0.4136
C 4.7132 -0.4843 -2.7970  -0.4949
C 5.9736 0.0504 -2.5893  -0.6599
N 2.3361 -0.5977 -2.1083  1.1229
N 2.2154 -1.6134 -2.8215  -0.8822
C 0.9216 -2.1834 -2.6643  0.0665
C 0.6240 -3.3089 -3.4232  -0.4883
C -0.5987 -3.9431 -3.2420  -0.8945
C -1.4948 -3.4365 -2.3006  -0.8771
C -1.1605 -2.3091 -1.5331  -0.1794
C 0.0626 -1.6261 -1.7029  1.4177
H 7.1835 1.3691 -1.4055  0.4426
H 5.3187 2.0398 0.0804  0.4889
H 3.0711 1.1335 -0.2942  0.4194
H 4.5298 -1.1950 -3.5906  0.4849
H 6.7913 -0.2459 -3.2318  0.4292
H 1.3434 -3.6750 -4.1451  0.5531
H -0.8579 -4.8087 -3.8365  0.4199
H -2.4587 -3.9138 -2.1662  0.5595
H -1.8930 -1.9391 -0.8285  0.2521
Te 0.5118 -4.4854 -0.1769  0.8254
C -0.6893 -4.9289 1.4309  0.5802
C -1.8384 -5.6922 1.2233  -0.4774
C -2.6205 -6.0268 2.3190  -0.6148
C -2.2576 -5.6006 3.5907  -0.5434
C -1.1139 -4.8352 3.7841  -0.5406
C -0.3178 -4.4898 2.7027  -0.4060
H -2.1172 -6.0363 0.2352  0.3935
H -3.5076 -6.6296 2.1790  0.4145
H -2.8710 -5.8694 4.4405  0.4187
H -0.8355 -4.5134 4.7785  0.4191
H 0.5791 -3.9031 2.8558  0.3945
I 1.9815 3.0268 -2.9624  0.1656
C 0.2545 2.0236 -3.5087  -0.1539
C -0.4158 2.4666 -4.6422  -0.6707
C -1.6274 1.8885 -4.9657  -0.3816
C -2.1478 0.9175 -4.1233  -1.2253
C -1.4128 0.5410 -3.0230  -0.1798
N -0.2035 1.0501 -2.7204  0.7028
H 0.0116 3.2550 -5.2435  0.5058
H -2.1662 2.2075 -5.8480  0.4447
H -3.1079 0.4574 -4.3082  0.5203
H -1.7973 -0.2035 -2.3418  0.3761

Output
Multiplicity: 4
LUMO energy (alpha / beta): -5.640 / -8.055 eV
Charge: +2

---

[2]
This record from OMol25 describes CH2FN5 as an isolated structure. The level of theory is ωB97M-V/def2-TZVPD.

Last column: natural (NBO) charge in e.
Geometry (Å):
C 2.8262 0.3329 0.1018  0.2530
N 3.8945 0.8215 0.0602  -0.2509
N 1.8577 -0.4412 0.1676  -0.2311
N 0.2182 0.4209 0.0669  0.0697
N -2.0352 0.2262 -0.0782  -0.5835
N -0.7928 -0.1107 -0.0817  0.3764
F -0.9632 -1.7988 -0.4571  -0.4901
H -2.3082 1.0827 0.3994  0.4148
H -2.6973 -0.5335 -0.1789  0.4417

Output
LUMO energy (alpha / beta): -2.428 / -2.374 eV
Charge: 0

---

[3]
This record from OMol25 describes a 7-piece molecular cluster, C39H111FN18O9P6 overall. The level of theory is ωB97M-V/def2-TZVPD.

Last column: Mulliken charge in e.
Geometry (Å):
C -1.5316 -2.4060 0.5919  -0.1038
C -1.6904 -1.5252 1.8259  0.3244
O -2.1306 -0.2683 1.4099  -0.2153
C -2.0074 -0.2731 0.1046  0.2626
O -1.9640 0.8061 -0.5087  -0.4831
O -1.5168 -1.4561 -0.4242  -0.0707
F -0.4429 -1.4171 2.4815  -0.2753
H -2.3643 -3.0713 0.3638  0.2615
H -0.5824 -2.9350 0.5059  -0.0093
H -2.4862 -2.0249 2.3783  0.2861
O -6.7695 2.7271 5.0649  -0.7769
P -5.8220 1.9123 4.3194  0.1967
N -5.1643 0.4063 4.8770  0.3048
C -6.0367 -0.6485 5.4869  -1.0299
C -3.7928 0.0181 4.7502  -0.8024
N -4.4114 2.8569 4.2394  0.2457
C -3.8148 3.3453 5.5190  -1.2690
C -3.6926 3.3779 3.0790  -0.9838
N -6.3054 1.5342 2.6525  0.3122
C -5.4497 1.1174 1.5925  -0.6652
C -7.6159 1.8957 2.2208  -1.1411
H -5.5045 -1.3123 6.1682  0.3697
H -6.5019 -1.3161 4.7616  0.3083
H -6.8088 -0.0394 5.9570  0.3368
H -3.1343 0.4472 5.5054  0.3800
H -3.4639 0.3299 3.7589  -0.1897
H -3.5399 -1.0179 4.9757  0.5940
H -3.9325 4.4120 5.7098  0.3797
H -4.3368 2.8739 6.3517  0.2795
H -2.7747 3.0205 5.4931  0.5699
H -4.3612 3.9659 2.4503  0.2727
H -2.9139 4.0749 3.3887  0.4901
H -3.0878 2.5779 2.6521  0.1922
H -5.9059 0.3545 0.9616  0.5177
H -5.0928 1.8415 0.8602  0.4127
H -4.5667 0.6513 2.0297  -0.2453
H -7.9156 1.3516 1.3250  0.3852
H -7.7273 2.9788 2.1710  0.3366
H -8.3654 1.5999 2.9548  0.3087
O -3.1757 -1.9403 -6.7117  -0.8570
P -2.6256 -0.6260 -6.4881  0.2651
N -3.6060 0.7238 -6.8756  0.3861
C -3.2551 2.1632 -6.9087  -0.8747
C -5.0674 0.4748 -7.1517  -1.2037
N -1.1864 -0.0303 -7.3830  0.3554
C 0.1068 -0.6223 -6.9940  -1.2155
C -1.4003 0.1048 -8.8538  -1.1680
N -2.0058 -0.3786 -4.9006  0.2630
C -1.6481 -1.5324 -4.1265  -0.9029
C -1.8941 0.9690 -4.2567  -0.3254
H -3.1344 2.4458 -7.9545  0.3829
H -2.2969 2.3908 -6.4418  0.0590
H -3.9964 2.7616 -6.3792  0.4465
H -5.2119 -0.4607 -7.6923  0.3587
H -5.4092 1.1776 -7.9115  0.4286
H -5.7094 0.3967 -6.2744  0.3073
H 0.1055 -1.7123 -6.9996  0.3679
H 0.9475 -0.1794 -7.5279  0.5341
H 0.3343 -0.4134 -5.9487  0.2081
H -1.2380 1.1240 -9.2043  0.2593
H -0.6028 -0.5233 -9.2508  0.4860
H -2.3567 -0.3099 -9.1721  0.3318
H -1.5671 -2.3098 -4.8862  0.2669
H -0.7127 -1.4839 -3.5691  0.3754
H -2.4121 -1.8314 -3.4088  0.3158
H -2.8744 1.4294 -4.1335  0.2281
H -1.1478 1.4994 -4.8482  -0.1509
H -1.2582 0.8915 -3.3748  0.1062
O 0.0790 6.3110 -2.4318  -0.8844
P 0.9557 5.1607 -2.7630  0.5798
N 0.9893 3.9662 -1.5086  0.5991
C -0.1476 2.9755 -1.5325  -1.3486
C 1.4685 4.2865 -0.2067  -0.9912
N 2.6686 5.6064 -3.0323  0.2323
C 2.9894 7.0526 -3.0399  -1.0835
C 3.8236 4.7158 -3.2368  -0.9584
N 0.4596 4.3387 -4.1851  0.3400
C -0.3117 5.0489 -5.1412  -1.0127
C 0.9261 3.0342 -4.6675  -0.9930
H 0.3751 2.1256 -1.9714  0.0497
H -0.9224 3.1739 -2.2731  0.2948
H -0.5638 2.8331 -0.5352  0.7571
H 0.7610 4.9231 0.3248  0.3205
H 2.3983 4.8499 -0.2844  0.3885
H 1.7091 3.4430 0.4404  0.1311
H 3.8931 7.1280 -2.4351  0.3810
H 3.0962 7.4617 -4.0446  0.2768
H 2.1598 7.5560 -2.5435  0.3291
H 4.7613 5.1265 -2.8624  0.3882
H 3.6611 3.9820 -2.4473  0.3056
H 3.7490 4.2675 -4.2275  0.2008
H 0.1532 4.9147 -6.1180  0.4078
H -1.3323 4.6790 -5.2400  0.1961
H -0.5340 6.0500 -4.7719  0.3521
H 0.4567 2.7061 -5.5949  0.4132
H 0.7025 2.2686 -3.9246  0.1198
H 1.9784 3.0813 -4.9479  0.1981
O 5.6493 0.0642 -0.3910  -0.8308
P 4.8422 0.1848 0.8711  0.2745
N 3.1185 0.2671 0.6944  0.5311
C 2.4809 -0.6005 -0.1948  -1.1513
C 2.2752 0.5241 1.8218  -0.0447
N 5.2377 1.5522 1.8202  0.3839
C 6.4754 1.6016 2.6357  -1.0701
C 4.6374 2.8427 1.6095  -0.9283
N 5.0657 -1.1187 1.9074  0.3371
C 5.1605 -2.4781 1.4028  -1.0907
C 4.8388 -1.1595 3.3762  -0.5120
H 1.5914 -0.1122 -0.5929  0.1925
H 2.1441 -1.5192 0.2854  0.2751
H 3.1458 -0.7377 -1.0476  0.5256
H 1.2892 0.7768 1.4319  0.3605
H 2.8087 1.3701 2.2552  -0.8121
H 2.3371 -0.2179 2.6178  0.2506
H 7.3609 1.3127 2.0696  0.2987
H 6.7063 2.6504 2.8223  0.4796
H 6.3837 1.0857 3.5916  0.2611
H 4.3277 3.0533 0.5859  0.1249
H 3.7348 2.9245 2.2152  0.2725
H 5.3789 3.5729 1.9334  0.5058
H 5.9969 -3.0054 1.8615  0.3637
H 4.1366 -2.8405 1.4947  0.3095
H 5.2572 -2.4451 0.3176  0.2944
H 4.1855 -1.9182 3.8071  0.4110
H 4.5324 -0.1581 3.6786  -0.3960
H 5.8213 -1.3003 3.8267  0.4034
O -1.6415 -6.3918 -4.0126  -0.8473
P -0.1731 -6.5953 -3.8476  0.6824
N 0.2721 -8.2082 -3.4669  0.0853
C -0.2665 -8.6218 -2.0944  -1.0198
C 0.1553 -9.3516 -4.4196  -1.0450
N 0.5767 -5.6429 -2.5942  0.5957
C -0.0935 -4.6329 -1.7970  -1.3116
C 1.9252 -5.9312 -2.1360  -1.1034
N 0.7006 -6.1068 -5.2027  0.2897
C -0.0329 -5.2675 -6.2649  -1.2167
C 2.0948 -6.4000 -5.4453  -1.0780
H 0.1224 -9.6241 -1.9144  0.4144
H -1.3558 -8.6597 -2.1093  0.3402
H 0.2026 -8.0235 -1.3133  0.2604
H 0.4695 -9.2642 -5.4596  0.3542
H -0.8855 -9.6390 -4.5684  0.3645
H 0.7451 -10.1606 -3.9887  0.4139
H 0.5041 -3.7231 -1.7399  0.4656
H -1.1038 -4.4426 -2.1591  0.4596
H -0.3339 -4.9523 -0.7829  0.3513
H 2.6081 -5.1143 -1.9028  0.3710
H 1.7441 -6.5692 -1.2710  0.3840
H 2.5129 -6.6103 -2.7537  0.3193
H -0.2227 -6.0006 -7.0488  0.3782
H -1.0610 -5.0616 -5.9669  0.4551
H 0.5598 -4.4339 -6.6416  0.4730
H 2.7503 -5.6851 -4.9481  0.3046
H 2.2311 -6.4519 -6.5255  0.4476
H 2.3187 -7.4145 -5.1155  0.4005
O -0.0110 2.2866 6.5084  -0.8544
P 1.0808 1.3771 6.9385  0.1258
N 2.6643 1.9275 6.4851  0.3155
C 2.8053 2.3384 5.1229  -1.2862
C 3.9176 1.5217 7.1079  -1.0656
N 0.9858 -0.2472 6.3510  0.7741
C -0.0382 -0.6952 5.4981  -1.5235
C 1.7377 -1.3752 6.9677  -0.9485
N 1.1231 1.1571 8.6346  0.3331
C 1.8043 2.0654 9.5083  -1.0065
C 0.0239 0.4159 9.3717  -1.0299
H 1.8664 2.8173 4.8452  0.3791
H 3.0695 1.4338 4.5753  0.3397
H 3.6441 3.0340 5.0952  0.4134
H 3.7346 0.6615 7.7519  0.3807
H 4.3096 2.4185 7.5876  0.3247
H 4.6159 1.1093 6.3796  0.2214
H 0.2359 -1.6684 5.0909  0.6303
H -0.9651 -0.8526 6.0498  0.1748
H -0.2097 0.0590 4.7300  0.3852
H 1.0527 -2.2169 7.0697  0.4651
H 2.5802 -1.5934 6.3115  -0.0164
H 2.1599 -1.1100 7.9370  0.3938
H 1.3176 3.0199 9.3078  0.3749
H 1.7129 1.7659 10.5524  0.3907
H 2.7956 2.3088 9.1262  0.2115
H 0.4249 -0.3310 10.0568  0.2968
H -0.7327 -0.0265 8.7237  0.2321
H -0.5288 1.1765 9.9231  0.4693

Output
Multiplicity: 2
LUMO energy (alpha / beta): -2.478 / -7.236 eV
Charge: +1

---

[4]
This record from OMol25 describes a 2-piece molecular cluster, C3H2F2O overall. The level of theory is ωB97M-V/def2-TZVPD.

Last column: natural (NBO) charge in e.
Geometry (Å):
C 1.3980 1.2501 -0.5990  -0.0586
C 0.8407 0.1720 -0.4022  -0.1694
C -0.0179 -0.8330 0.1321  0.9250
O -1.8074 -0.1075 -0.1016  -0.8476
F -0.2750 -1.9382 -0.4730  -0.2541
F 0.0390 -0.9318 1.4471  -0.2839
H 1.8966 2.1722 -0.7336  0.2452
H -2.0740 0.2161 0.7302  0.4434

Output
LUMO energy: -0.307 eV
Charge: 0